1.
Entry from OMol25: 2 unconnected molecules or ions with the total composition C5H8O2 at a distorted geometry (the ωB97M-V functional and the def2-TZVPD basis).

```
! RIJCOSX wB97M-V def2-TZVPD def2/J DEFGRID3
* xyz 0 1
H 1.39 -0.22 -0.98
C -0.56 1.51 -0.76
H 0.19 -1.94 0.02
C -0.67 -0.28 0.46
H 0.00 1.53 -1.70
H 1.09 -2.41 1.13
C 0.21 0.97 0.45
H 2.00 -0.29 0.71
H 0.39 1.51 1.36
H -1.09 -0.83 1.33
C -1.52 0.32 -0.62
O -2.60 0.10 -1.10
C 1.14 -0.05 0.07
H -1.01 2.47 -0.54
O 1.03 -2.40 0.17
*
```

ΔE to the lowest compared entry with this formula, charge and spin ... 3.7967 eV
E_HOMO ... -0.339 hartree
HOMO-LUMO gap ... 9.779 eV
Structure (SMILES) ... O=C1C[C@@H]2C[C@H]12.O

2.
Entry from OMol25: a single C5H8O2 molecule (the ωB97M-V functional and the def2-TZVPD basis).

```
! RIJCOSX wB97M-V def2-TZVPD def2/J DEFGRID3
* xyz 0 1
H -0.55 1.97 -1.75
H 0.27 1.33 1.16
H -0.20 -3.42 1.38
O -0.20 -3.23 -0.67
C -0.16 -2.80 0.46
H 1.07 2.23 -1.07
O 0.35 -1.11 1.99
C 0.08 -1.33 0.83
C 0.00 2.17 -0.82
C -0.26 1.10 0.23
H -0.25 -0.56 -1.20
H -1.33 1.07 0.47
C 0.20 -0.28 -0.24
H -0.32 3.15 -0.45
H 1.29 -0.28 -0.33
*
```

ΔE to the lowest compared entry with this formula, charge and spin ... 0.9053 eV
E_HOMO ... -0.362 hartree
HOMO-LUMO gap ... 9.353 eV
Structure (SMILES) ... CCCC(=O)C=O